Computed, not measured: C34H29F3GeIrN3S3 as an isolated structure, with ωB97M-V/def2-TZVPD.

Each line ends with the Löwdin spin population.
Positions of all 74 atoms, in Å:
H 2.29 0.92 1.63  0.0042
H 3.06 -2.22 -4.59  -0.0002
H 0.55 4.43 4.64  0.0002
H 2.22 -2.22 -2.25  0.0037
C -4.70 3.61 0.52  0.0024
C 0.93 3.67 3.98  0.0018
C -2.57 3.19 -0.54  0.0046
N -0.56 -2.14 -1.68  0.1490
H 4.92 -2.33 1.93  0.0057
H 0.63 4.07 -0.48  0.0000
H 0.62 0.03 -1.89  0.0024
H 2.79 3.48 5.03  0.0002
C 2.30 -2.15 4.44  0.0063
C -0.72 -2.18 -3.95  0.0029
H 4.46 -1.53 3.43  0.0017
Ir -0.06 -2.20 0.35  1.4600
H -5.68 4.07 0.50  0.0002
H -2.86 -2.28 -3.92  0.0046
H -4.89 -2.41 -2.27  0.0235
F 0.83 -4.96 1.19  0.0136
C -0.72 -0.35 0.96  0.7937
C 1.91 1.70 2.28  0.0088
S -5.12 -2.67 0.18  0.1422
C 1.56 3.74 -2.38  0.0006
C 0.88 3.34 -1.24  0.0000
C -3.83 3.78 -0.55  0.0006
F -1.11 -4.99 0.26  0.0033
C -0.27 -2.18 -5.26  0.0199
H 1.49 -2.19 -6.49  0.0025
C 0.16 3.22 2.91  0.0060
C 2.68 2.15 3.34  0.0012
C 0.63 2.23 2.05  0.0306
C 1.90 2.80 -3.35  0.0000
H 4.61 -0.60 1.93  0.0057
C -1.89 -2.23 -2.03  0.1918
C 0.16 -2.18 -2.86  -0.0020
C 2.19 3.13 4.20  0.0029
H -1.41 -0.37 1.81  0.0471
C -4.30 2.84 1.60  0.0002
H -2.76 1.64 2.47  -0.0004
H -1.91 3.33 -1.38  0.0003
C 0.53 2.00 -1.05  0.0003
C -3.59 -2.62 0.98  -0.0180
C -2.94 -2.37 -1.14  0.1056
Ge -0.42 1.49 0.56  0.1273
C 1.99 -2.20 -4.40  0.0107
C 1.90 -2.11 2.98  0.1223
H -0.83 3.65 2.75  0.0004
H -4.98 2.69 2.44  0.0000
H -4.14 4.37 -1.41  0.0001
H 2.72 -1.20 4.76  0.0026
C 0.88 1.07 -2.03  0.0031
H 1.83 0.72 -3.92  0.0003
H -3.50 -2.71 2.05  -0.0027
C 2.84 -1.82 1.99  0.1788
C 1.11 -2.19 -5.47  0.0372
F 0.67 -4.66 -0.94  0.0439
C 1.56 1.47 -3.17  0.0009
C -4.33 -2.45 -1.35  0.3070
H 3.66 1.72 3.51  0.0001
H 2.42 3.11 -4.25  0.0000
N -2.00 -2.19 -3.41  0.0761
S 2.48 -1.75 0.34  0.4437
C 0.08 -4.32 0.25  0.0764
N -2.58 -2.46 0.20  0.1144
C 4.29 -1.55 2.36  0.0239
H 1.82 4.78 -2.52  0.0001
C -2.16 2.41 0.55  0.0212
H -0.97 -2.18 -6.09  0.0002
H 3.05 -2.93 4.63  0.0024
H 1.44 -2.37 5.07  0.0017
C -3.05 2.25 1.61  0.0043
S 0.28 -2.44 2.67  0.3320
C 1.53 -2.20 -3.08  0.0418

Results
DFT total energy (eV): -140211.6024
Energy above the lowest of the compared OMol25 structures with the same formula, charge and spin (kcal/mol): 3.4
Frontier orbital gap (alpha / beta) (eV): 4.70 / 6.41
Multiplicity: 6
⟨S²⟩: 8.80
Charge: -1